[1]
13
Properties=species:S:1:pos:R:3:forces:R:3 method="wB97M-V/def2-TZVPD" e_tot_ha=-249.29092 multiplicity=1 de_lowest_kcal_mol=114.41 charge=0 homo_lumo_gap_ev="8.6 / 7.7"
N -0.287 -0.591 2.651 -0.311 0.197 1.012
C -0.249 -0.164 1.513 0.572 -0.558 -1.219
C -0.495 1.002 0.570 -0.063 -0.033 0.113
C -0.398 0.155 -0.703 -0.584 -0.152 0.361
C 0.327 -1.219 0.574 0.027 0.133 -0.173
C 0.492 0.394 -1.696 0.553 0.410 -0.822
H 0.329 1.722 0.631 -0.096 -0.135 0.017
H -1.438 1.545 0.686 0.139 -0.133 0.034
H -1.308 -0.394 -0.956 0.161 0.185 0.035
H -0.144 -2.192 0.458 -0.056 0.173 0.198
H 1.415 -1.244 0.492 -0.151 0.052 0.112
H 1.359 1.037 -1.537 -0.210 -0.106 0.018
H 0.398 -0.051 -2.685 0.020 -0.033 0.314


[2]
13
Properties=species:S:1:pos:R:3:forces:R:3 method="wB97M-V/def2-TZVPD" e_tot_ha=-249.35323 smiles=C#CCN1CC1 multiplicity=1 de_lowest_kcal_mol=75.30 charge=0 homo_lumo_gap_ev=10.6
C 2.906 -0.432 0.124 -0.414 0.217 -0.009
C 1.855 0.152 0.090 0.451 -0.231 -0.011
C 0.555 0.834 0.051 0.052 0.114 -0.045
N -0.475 -0.004 0.649 0.100 0.025 0.066
C -1.097 -0.955 -0.250 -0.014 -0.244 -0.151
C -1.833 0.250 0.208 -0.233 0.132 -0.009
H 3.835 -0.957 0.167 -0.160 0.115 -0.021
H 0.611 1.770 0.620 0.025 -0.137 -0.064
H 0.319 1.105 -0.995 0.026 -0.072 0.151
H -1.309 -1.935 0.169 0.001 0.171 -0.054
H -0.761 -0.964 -1.288 -0.025 0.016 0.177
H -2.595 0.171 0.979 0.122 0.011 -0.140
H -1.999 1.041 -0.525 0.068 -0.117 0.108


[3]
13
Properties=species:S:1:pos:R:3:forces:R:3 method="wB97M-V/def2-TZVPD" e_tot_ha=-249.37220 multiplicity=1 de_lowest_kcal_mol=63.40 charge=0 homo_lumo_gap_ev=10.5
C -0.987 -0.402 0.769 -0.097 0.049 0.296
C -0.969 0.754 -0.196 -0.176 0.308 0.104
C 0.470 0.968 -0.542 0.203 0.363 -0.065
C 1.307 -0.136 0.083 0.114 0.028 0.016
C 0.066 -0.980 -0.197 0.137 -0.461 0.070
N -0.364 -0.005 -1.310 -0.070 -0.090 -0.210
H -1.910 -0.973 0.866 0.004 0.135 -0.324
H -0.622 -0.124 1.763 -0.075 -0.350 0.058
H -1.728 1.511 -0.382 0.193 -0.103 0.092
H 0.827 1.902 -0.964 -0.099 -0.178 -0.086
H 1.644 -0.072 1.125 -0.031 0.091 -0.192
H 2.139 -0.403 -0.572 -0.077 0.061 0.046
H 0.127 -2.040 -0.443 -0.026 0.146 0.196


[4]
13
Properties=species:S:1:pos:R:3:forces:R:3 method="wB97M-V/def2-TZVPD" e_tot_ha=-249.37294 smiles=CC#C[C@H]1CN1 multiplicity=1 de_lowest_kcal_mol=62.94 charge=0 homo_lumo_gap_ev=10.0
C 0.809 2.249 -1.340 0.036 0.070 -0.050
C 0.130 1.131 -0.687 -0.248 -0.386 0.194
C -0.434 0.202 -0.163 0.258 0.385 -0.160
C -1.033 -0.918 0.533 -0.106 0.068 -0.170
C -0.200 -2.131 0.742 0.082 -0.253 -0.162
N -0.523 -1.263 1.865 0.107 0.132 0.205
H 0.333 2.475 -2.299 0.063 -0.011 0.121
H 1.860 2.010 -1.533 -0.162 0.017 0.035
H 0.773 3.150 -0.720 -0.012 -0.135 -0.084
H -2.110 -1.029 0.429 0.192 0.025 0.000
H 0.805 -2.111 0.326 -0.164 0.019 0.099
H -0.673 -3.110 0.766 0.042 0.158 -0.009
H 0.264 -0.657 2.081 -0.088 -0.090 -0.019


[5]
13
Properties=species:S:1:pos:R:3:forces:R:3 method="wB97M-V/def2-TZVPD" e_tot_ha=-249.44164 smiles="C=C(C)CC#N" multiplicity=1 de_lowest_kcal_mol=19.83 charge=0 homo_lumo_gap_ev=10.9
C 1.413 -0.896 -0.600 -0.887 0.604 0.911
C 0.462 -0.129 -0.033 -0.321 -1.190 -0.031
C 0.470 1.355 0.024 0.716 0.809 0.103
C -0.817 -0.735 0.600 0.463 0.207 0.610
C -2.030 -0.271 -0.096 -0.312 0.063 -0.333
N -2.951 0.106 -0.682 0.620 -0.252 0.469
H 2.309 -0.455 -1.011 0.008 0.085 -0.077
H 1.357 -1.979 -0.587 -0.118 0.083 -0.085
H 1.410 1.735 -0.382 0.016 0.007 0.066
H 0.389 1.748 1.068 -0.181 -0.357 -0.791
H -0.314 1.784 -0.612 -0.108 -0.081 0.358
H -0.797 -1.823 0.634 0.007 -0.033 -0.340
H -0.900 -0.441 1.678 0.097 0.056 -0.859


[6]
13
Properties=species:S:1:pos:R:3:forces:R:3 method="wB97M-V/def2-TZVPD" e_tot_ha=-249.37164 multiplicity=1 de_lowest_kcal_mol=63.75 charge=0 homo_lumo_gap_ev=10.2
C -0.614 0.808 0.656 -0.083 0.077 0.164
C -0.861 -0.132 -0.541 -0.452 -0.293 0.171
C -0.202 -1.439 -0.075 0.162 0.024 -0.045
C 0.952 -1.002 0.423 -0.005 -0.099 0.035
N 0.375 0.488 -1.220 0.100 0.280 -0.242
C 0.837 0.505 0.224 0.368 0.166 0.151
H -0.941 0.539 1.667 0.007 -0.109 -0.226
H -0.933 1.826 0.396 0.205 -0.106 0.180
H -1.862 -0.233 -0.984 0.564 0.308 -0.353
H -0.545 -2.452 -0.264 0.018 0.276 0.083
H 1.850 -1.535 0.705 -0.190 -0.008 0.208
H 0.279 1.474 -1.501 -0.682 -0.374 0.078
H 1.665 1.152 0.515 -0.012 -0.142 -0.204


[7]
13
Properties=species:S:1:pos:R:3:forces:R:3 method="wB97M-V/def2-TZVPD" e_tot_ha=-249.26100 multiplicity=1 de_lowest_kcal_mol=133.18 charge=0 homo_lumo_gap_ev=7.4
C -1.715 -0.381 -0.432 -0.157 -0.115 -0.168
N -0.713 -0.497 0.621 0.344 -0.037 -0.153
C -0.240 0.643 1.440 0.008 0.214 0.217
C 0.539 -0.081 0.444 -0.399 0.051 0.041
C 1.631 -0.015 -0.382 0.007 -0.058 -0.180
C 2.062 -1.046 -1.235 -0.301 0.458 0.029
H -1.408 -0.999 -1.276 -0.066 0.020 0.120
H -1.790 0.666 -0.763 0.044 -0.205 0.061
H -2.686 -0.708 -0.056 0.145 0.004 -0.048
H -0.548 1.655 1.170 -0.060 -0.165 -0.004
H -0.155 0.438 2.504 0.005 0.021 -0.191
H 2.091 0.961 -0.245 0.654 0.010 0.135
H 2.934 -0.635 -1.792 -0.225 -0.197 0.142


[8]
13
Properties=species:S:1:pos:R:3:forces:R:3 method="wB97M-V/def2-TZVPD" e_tot_ha=-249.43777 smiles=N#CC1CCC1 multiplicity=1 de_lowest_kcal_mol=22.26 charge=0 homo_lumo_gap_ev=12.1
N 2.973 -0.417 0.837 -0.937 0.050 -0.559
C 1.979 -0.364 0.246 0.851 -0.062 0.443
C 0.703 -0.282 -0.460 0.136 -0.039 -0.024
C -0.494 -0.986 0.245 -0.015 -0.148 0.062
C -1.286 0.342 0.216 -0.128 0.011 -0.063
C -0.042 1.079 -0.333 0.055 0.154 -0.022
H 0.855 -0.604 -1.495 -0.058 0.060 0.188
H -0.927 -1.816 -0.318 0.083 0.126 0.104
H -0.246 -1.334 1.251 -0.032 0.054 -0.165
H -2.125 0.328 -0.484 0.083 0.018 0.114
H -1.642 0.692 1.186 -0.001 -0.036 -0.121
H 0.428 1.752 0.388 -0.066 -0.112 -0.122
H -0.176 1.611 -1.278 0.030 -0.076 0.166